Run i
The following is a quantum chemistry calculation of one molecule with the formula C4H8O2, from the OMol25 dataset.

Each line ends with the Löwdin charge.
Element x y z (Å)
C1 1.037 1.426 -0.296  -0.057
C2 0.510 0.095 0.237  -0.446
O1 0.135 0.120 1.613  -0.045
C3 -0.778 -0.347 -0.481  -0.115
C4 -1.335 -1.725 -0.152  -0.246
O2 -1.740 -2.491 -0.998  0.041
H1 1.988 1.704 0.177  0.079
H2 1.258 1.345 -1.370  0.084
H3 0.319 2.236 -0.143  0.084
H4 1.322 -0.628 0.068  0.143
H5 0.913 0.184 2.179  0.096
H6 -0.649 -0.295 -1.564  0.122
H7 -1.566 0.367 -0.192  0.135
H8 -1.414 -1.991 0.921  0.125

Properties
* HOMO energy: -9.675 eV
* E_LUMO: 0.7 eV
* SMILES string: C[C@@H](O)CC=O
* frontier orbital gap: 10.42 eV

Run ii
The following is a quantum chemistry calculation of a 2-piece molecular cluster, C4H8O2 overall, from the OMol25 dataset.

Each line ends with the Löwdin charge.
Element x y z (Å)
O1 -0.030 -3.215 1.929  0.041
C1 -0.840 -2.329 1.976  -0.320
C2 -0.699 -0.957 1.334  -0.055
H1 -1.873 -2.544 2.312  0.108
H2 -1.725 -0.620 1.215  0.070
H3 -0.039 -0.275 1.870  0.078
H4 -0.224 -1.083 0.360  0.071
C3 1.116 1.456 -0.630  -0.006
C4 0.588 1.857 -1.786  -0.285
O2 0.377 0.960 -2.783  -0.002
H5 1.077 2.002 0.295  0.047
H6 1.561 0.474 -0.532  0.056
H7 0.267 2.881 -1.931  0.106
H8 0.446 1.394 -3.629  0.090

Properties
* HOMO energy: -9.268 eV
* E_LUMO: 0.7 eV
* SMILES string: C=CO.CC=O
* frontier orbital gap: 10.01 eV

Most favorable structure: run i. The second most favorable one is 27.9 kcal/mol above it.